1.
29
Properties=species:S:1:pos:R:3 method="wB97M-V/def2-TZVPD" orbital_gap_ev="8.6 / 8.7" charge=+3 relative_energy_ev=0.000 spin_multiplicity=5 molar_mass_g_mol=377.2 fmax_ev_per_a=6.680 homo_energy_ev="-21.800 / -21.812"
Pm 0.300 0.422 -1.380
C 0.634 2.266 0.431
O 0.674 3.281 0.972
C 0.256 2.933 -2.094
O 0.108 4.073 -2.039
C -1.843 1.711 -1.209
O -2.762 2.400 -1.109
C 2.608 1.320 -1.060
O 3.637 1.784 -0.820
C 0.504 -1.028 -3.515
H 1.455 -1.574 -3.445
H -0.405 -1.622 -3.316
C 0.442 0.257 -3.973
H -0.513 0.750 -4.215
H 1.343 0.821 -4.255
C 1.162 -0.929 2.622
P -0.394 -1.199 1.773
C -0.955 -2.880 2.005
C -1.637 -0.049 2.373
O -0.167 -0.980 0.257
H 1.941 -1.537 2.144
H 1.074 -1.211 3.678
H 1.457 0.124 2.559
H -1.019 -3.123 3.073
H -1.940 -3.021 1.541
H -0.260 -3.571 1.512
H -1.283 0.984 2.271
H -2.559 -0.161 1.786
H -1.855 -0.241 3.433

---

2.
28
Properties=species:S:1:pos:R:3 method="wB97M-V/def2-TZVPD" orbital_gap_ev="8.7 / 8.5" charge=0 relative_energy_ev=0.000 spin_multiplicity=4 molar_mass_g_mol=217.2 fmax_ev_per_a=3.698 homo_energy_ev="-8.113 / -9.515"
O 0.807 0.558 0.140
O 0.064 0.381 1.115
C 6.780 0.813 0.565
C 5.352 0.341 0.503
O 4.836 -0.347 1.359
C 4.517 0.970 -0.630
C 3.398 0.078 -0.970
C 3.157 -0.478 -2.245
C 3.833 -1.876 -2.550
O 4.357 -0.675 -3.052
C 3.273 -2.826 -3.543
C 4.686 -2.433 -1.440
O 5.695 -3.095 -1.590
C 1.909 -0.128 -2.993
O 4.007 2.126 0.050
H 7.034 1.477 -0.270
H 6.945 1.325 1.522
H 7.431 -0.069 0.527
H 5.182 1.167 -1.487
H 2.712 -0.124 -0.163
H 2.563 -3.512 -3.063
H 2.767 -2.300 -4.357
H 4.099 -3.422 -3.950
H 4.327 -2.109 -0.429
H 1.023 -0.523 -2.475
H 1.822 0.969 -3.015
H 1.934 -0.513 -4.020
H 4.639 2.861 -0.045

---

3.
23
Properties=species:S:1:pos:R:3 method="wB97M-V/def2-TZVPD" orbital_gap_ev="3.1 / 7.4" charge=-1 relative_energy_ev=0.679 spin_multiplicity=2 molar_mass_g_mol=122.2 fmax_ev_per_a=2.389 homo_energy_ev="0.906 / -3.499"
C 1.214 -1.457 -1.892
C 2.195 -0.562 -2.696
H 0.878 -0.895 -1.023
H 0.335 -1.575 -2.518
H 1.819 -2.292 -1.550
H 2.878 0.138 -2.207
H 1.631 0.104 -3.358
H 2.839 -1.217 -3.295
C -2.448 1.610 -0.168
C 0.082 1.292 0.396
C -1.323 0.921 0.566
C 1.069 0.562 0.992
C 0.763 -0.644 1.671
C -1.527 -0.392 1.002
C -0.573 -1.099 1.696
H 0.243 2.213 -0.163
H 2.130 0.701 0.828
H -3.136 0.882 -0.604
H -2.036 2.129 -1.061
H 1.516 -1.256 2.156
H -2.483 -0.916 0.886
H -0.778 -2.082 2.096
H -2.889 2.409 0.432

---

4.
23
Properties=species:S:1:pos:R:3 method="wB97M-V/def2-TZVPD" orbital_gap_ev="3.1 / 7.1" charge=-1 relative_energy_ev=0.575 spin_multiplicity=2 molar_mass_g_mol=122.2 fmax_ev_per_a=2.430 homo_energy_ev="0.895 / -3.156"
C 3.324 0.108 -0.987
C -0.987 0.929 -0.961
C -0.113 1.720 -0.210
C -0.458 -0.183 -1.581
C 1.309 1.417 -0.307
C 0.938 -0.472 -1.771
C 1.809 0.335 -1.034
H -2.051 1.125 -0.900
H -0.354 2.612 0.360
H -1.105 -1.026 -1.848
H 2.012 2.139 0.114
H 1.346 -1.295 -2.338
H 3.816 0.682 -1.774
H 3.491 -0.930 -1.271
H 3.784 0.337 -0.023
C -2.632 -0.909 1.251
C -1.550 -1.017 2.354
H -3.606 -1.289 1.595
H -2.806 0.155 1.167
H -2.291 -1.408 0.346
H -1.757 -0.234 3.083
H -0.593 -0.809 1.881
H -1.525 -1.985 2.854

---

5.
23
Properties=species:S:1:pos:R:3 method="wB97M-V/def2-TZVPD" orbital_gap_ev="2.6 / 7.0" charge=-1 relative_energy_ev=0.502 spin_multiplicity=2 molar_mass_g_mol=122.2 fmax_ev_per_a=1.776 homo_energy_ev="0.993 / -3.504"
C 1.171 -0.013 -0.870
C 2.096 1.778 2.352
C 2.172 1.151 1.122
C 0.793 1.887 2.972
C 1.057 0.722 0.416
C -0.331 1.652 2.220
C -0.212 1.139 0.916
H 2.949 2.060 2.956
H 3.143 0.859 0.760
H 0.808 2.278 3.990
H -1.345 1.864 2.557
H 0.551 -0.901 -0.918
H 2.209 -0.341 -0.948
H -1.174 0.950 0.451
H 0.942 0.559 -1.792
C -2.318 -2.035 -1.399
C -1.449 -1.774 -2.630
H -2.206 -1.245 -0.653
H -3.304 -2.325 -1.731
H -1.909 -2.881 -0.837
H -1.518 -2.685 -3.251
H -1.717 -1.009 -3.344
H -0.408 -1.692 -2.339

---

6.
23
Properties=species:S:1:pos:R:3 method="wB97M-V/def2-TZVPD" orbital_gap_ev=10.1 charge=0 smiles=Cc1ccccc1.CC relative_energy_ev=0.308 spin_multiplicity=1 molar_mass_g_mol=122.2 fmax_ev_per_a=1.098 homo_energy_ev=-9.070
C -2.101 0.511 -2.173
C -0.813 0.972 -1.537
C 0.002 0.151 -0.769
C 1.162 0.600 -0.158
C 1.491 1.950 -0.262
C 0.662 2.806 -0.970
C -0.484 2.326 -1.598
H -2.134 -0.575 -2.275
H -2.154 0.906 -3.183
H -2.955 0.838 -1.591
H -0.214 -0.910 -0.799
H 1.839 -0.052 0.387
H 2.429 2.282 0.156
H 0.939 3.846 -1.094
H -1.013 3.035 -2.198
C 0.585 -2.832 1.665
C 0.308 -1.860 2.820
H 0.626 -3.837 2.080
H -0.211 -2.875 0.923
H 1.514 -2.509 1.206
H -0.760 -1.774 2.972
H 0.695 -2.169 3.785
H 0.588 -0.827 2.613

---

7.
23
Properties=species:S:1:pos:R:3 method="wB97M-V/def2-TZVPD" orbital_gap_ev=10.1 charge=0 smiles=Cc1ccccc1.CC relative_energy_ev=0.090 spin_multiplicity=1 molar_mass_g_mol=122.2 fmax_ev_per_a=0.731 homo_energy_ev=-9.091
C 1.480 -2.273 -1.116
C 1.125 -0.805 -1.105
C 2.074 0.139 -0.713
C 1.748 1.484 -0.662
C 0.462 1.902 -1.003
C -0.468 0.977 -1.424
C -0.134 -0.375 -1.496
H 2.049 -2.518 -0.223
H 2.060 -2.599 -1.976
H 0.580 -2.891 -1.091
H 3.089 -0.154 -0.462
H 2.480 2.205 -0.315
H 0.221 2.954 -0.967
H -1.478 1.267 -1.673
H -0.852 -1.093 -1.884
C -2.162 0.860 1.764
C -1.477 -0.414 2.263
H -3.043 1.123 2.340
H -1.484 1.713 1.829
H -2.390 0.702 0.706
H -1.262 -0.367 3.340
H -2.108 -1.286 2.094
H -0.510 -0.551 1.774

---

8.
23
Properties=species:S:1:pos:R:3 method="wB97M-V/def2-TZVPD" orbital_gap_ev=10.1 charge=0 smiles=Cc1ccccc1.CC relative_energy_ev=1.265 spin_multiplicity=1 molar_mass_g_mol=122.2 fmax_ev_per_a=2.686 homo_energy_ev=-9.047
C 2.650 -0.862 -2.007
C 1.454 0.030 -1.867
C 1.419 0.942 -0.811
C 0.210 1.520 -0.385
C -0.992 1.098 -0.907
C -1.012 0.295 -2.037
C 0.226 -0.236 -2.427
H 2.428 -1.819 -1.485
H 3.576 -0.354 -1.709
H 2.776 -1.392 -2.936
H 2.351 1.463 -0.646
H 0.301 2.390 0.257
H -1.927 1.494 -0.525
H -1.891 0.096 -2.646
H 0.087 -0.847 -3.322
C -1.944 -1.067 2.927
C -0.894 0.048 3.000
H -2.912 -0.694 3.238
H -2.197 -1.367 1.868
H -1.713 -1.971 3.489
H -0.340 0.133 3.918
H -1.491 0.953 2.797
H -0.168 0.146 2.215

---

9.
23
Properties=species:S:1:pos:R:3 method="wB97M-V/def2-TZVPD" orbital_gap_ev=10.1 charge=0 smiles=Cc1ccccc1.CC relative_energy_ev=0.857 spin_multiplicity=1 molar_mass_g_mol=122.2 fmax_ev_per_a=1.919 homo_energy_ev=-9.069
C 1.492 -1.070 1.403
C 0.214 -0.966 0.604
C -0.771 -0.070 0.998
C -2.006 -0.098 0.366
C -2.166 -0.902 -0.756
C -1.158 -1.684 -1.276
C 0.016 -1.782 -0.497
H 1.290 -0.991 2.470
H 2.247 -0.310 1.185
H 1.941 -2.033 1.164
H -0.599 0.639 1.795
H -2.796 0.508 0.788
H -3.058 -0.698 -1.346
H -1.133 -2.108 -2.268
H 0.649 -2.625 -0.761
C 1.491 3.186 0.081
C 1.562 2.066 -0.977
H 0.723 3.932 -0.131
H 1.182 2.788 1.052
H 2.401 3.763 0.242
H 0.518 2.044 -1.267
H 2.008 1.130 -0.625
H 2.362 2.262 -1.689

---

10.
23
Properties=species:S:1:pos:R:3 method="wB97M-V/def2-TZVPD" orbital_gap_ev=10.1 charge=0 smiles=Cc1ccccc1.CC relative_energy_ev=0.530 spin_multiplicity=1 molar_mass_g_mol=122.2 fmax_ev_per_a=2.151 homo_energy_ev=-9.053
C 0.643 0.300 2.364
C 0.308 -0.632 1.247
C -0.910 -1.256 1.061
C -1.199 -2.067 -0.027
C -0.213 -2.265 -0.993
C 1.059 -1.808 -0.729
C 1.329 -0.967 0.347
H -0.013 0.244 3.229
H 0.659 1.329 2.001
H 1.665 0.174 2.723
H -1.688 -1.115 1.810
H -2.126 -2.630 -0.047
H -0.527 -2.720 -1.919
H 1.897 -2.082 -1.352
H 2.341 -0.625 0.492
C -0.007 2.628 -1.113
C -0.868 1.388 -1.504
H 0.383 3.189 -1.954
H -0.569 3.319 -0.482
H 0.787 2.318 -0.434
H -0.249 0.550 -1.167
H -0.898 1.372 -2.588
H -1.804 1.356 -0.966